Molecular formula: C19H25CuF2GeN
Method: DFT, ωB97M-V with the def2-TZVPD basis set

Calculated values
- LUMO (eV) = -3.64
- Kohn-Sham gap (eV) = 8.59
- HOMO level (eV) = -12.24
- energy above the lowest of the compared OMol25 structures with the same formula, charge and spin (kcal/mol) = 14.5
- E_tot (Ha) = -4710.62979

Geometry as ORCA input:
```
! RIJCOSX wB97M-V def2-TZVPD def2/J DEFGRID3
* xyz 1 1
Cu -0.04853 -0.28154 -2.21137
F 1.84195 4.90847 -2.25584
C 1.97456 3.61269 -1.98195
C 0.86306 2.78622 -2.10169
C 0.95581 1.42427 -1.80915
C 2.21878 0.87917 -1.41971
C 3.28494 1.76856 -1.34243
F 4.51747 1.32650 -1.05355
C 3.19315 3.12661 -1.59449
C 2.42897 -0.58737 -1.24762
C 3.47773 -1.15658 -0.53162
C 3.62285 -2.53343 -0.50766
C 2.72159 -3.33484 -1.18859
C 1.67531 -2.71397 -1.83694
N 1.52919 -1.38639 -1.86428
H -0.05762 3.23682 -2.44757
H 4.06677 3.75815 -1.52061
H 4.17398 -0.54112 0.01125
H 4.44255 -2.97444 0.04349
H 2.81261 -4.41089 -1.20594
H 0.91581 -3.28629 -2.35387
C -3.40977 2.29905 3.19026
C -2.45888 2.37250 2.00383
C -1.21663 1.51071 2.20044
C -0.21783 1.61349 1.04832
Ge -0.94398 1.19316 -0.71085
C -1.81446 -0.63501 -0.79228
C -1.28981 -1.71277 0.16456
C -2.15940 -2.96413 0.16962
C -1.61321 -4.03922 1.10024
H -4.29286 2.91616 3.03031
H -2.92056 2.64617 4.10157
H -3.74305 1.27395 3.36239
H -2.15721 3.40992 1.82973
H -2.99077 2.05403 1.09687
H -1.52660 0.47268 2.35219
H -0.70973 1.81081 3.12133
H 0.65369 0.97175 1.19453
H 0.15049 2.63941 0.96150
H -1.82427 2.24228 -1.37861
H -1.96884 -1.05941 -1.80769
H -2.84030 -0.34351 -0.53687
H -1.23108 -1.30809 1.17782
H -0.26469 -1.98959 -0.10089
H -2.23518 -3.35745 -0.84957
H -3.17554 -2.69135 0.46749
H -0.60745 -4.34321 0.80130
H -2.24485 -4.92632 1.09447
H -1.55816 -3.67660 2.12813
*
```

---

Molecular formula: C19H25FN4O
Method: DFT, ωB97M-V with the def2-TZVPD basis set

Calculated values
- LUMO (eV) = 0.72
- Kohn-Sham gap (eV) = 8.63
- HOMO level (eV) = -7.92
- energy above the lowest of the compared OMol25 structures with the same formula, charge and spin (kcal/mol) = 39.6
- E_tot (Ha) = -1133.11028

Geometry as ORCA input:
```
! RIJCOSX wB97M-V def2-TZVPD def2/J DEFGRID3
* xyz 0 1
C -2.45517 0.85424 3.37163
C -2.24090 0.56528 1.89884
C -2.27558 -0.95427 1.60326
O -2.20603 -1.75955 2.52643
N -2.40778 -1.52121 0.33309
C -2.10495 -2.93957 0.12550
C -0.58462 -3.03316 -0.06988
N -0.06330 -2.01369 -0.95151
C -0.86394 -0.97998 -1.41354
C -0.08400 -0.22696 -2.25157
C 1.23221 -0.85455 -2.38702
C 2.38970 -0.60334 -3.12907
C 3.51739 -1.48893 -3.10352
F 4.62748 -1.10171 -3.78782
C 3.42994 -2.60276 -2.26168
C 2.26805 -2.85206 -1.52771
C 1.17401 -1.96484 -1.54920
C -2.26622 -0.73051 -0.89505
N -1.06807 1.25681 1.35658
C -1.10493 2.75131 1.17159
C -0.04036 3.17113 0.17648
N 1.27260 2.79631 0.69611
C 2.35625 3.27713 -0.18465
C 1.33527 1.30623 0.85727
C 0.25798 0.75889 1.79646
H -2.77198 1.85588 3.54634
H -3.20480 0.20546 3.75438
H -1.52565 0.63843 3.90270
H -3.12108 1.00865 1.35961
H -2.44895 -3.59566 0.91963
H -2.64573 -3.28283 -0.76786
H -0.12209 -2.99845 0.90995
H -0.29054 -4.01650 -0.54334
H -0.36308 0.76238 -2.67621
H 2.44718 0.27651 -3.74298
H 4.29794 -3.28114 -2.20547
H 2.24493 -3.78858 -0.92572
H -2.98063 -1.04853 -1.64658
H -2.45600 0.34319 -0.68275
H -2.02798 3.11128 0.76808
H -0.94411 3.18005 2.11716
H -0.17297 4.21810 -0.02707
H -0.23692 2.61734 -0.75200
H 3.31937 3.20887 0.35544
H 2.16863 4.29984 -0.52592
H 2.48366 2.63882 -1.06788
H 2.34426 0.99933 1.13232
H 1.11845 0.84694 -0.13514
H 0.27897 -0.32740 1.69816
H 0.51411 1.01773 2.83414
*
```

---

Molecular formula: C19H25MoN5O5S
Method: DFT, ωB97M-V with the def2-TZVPD basis set

Calculated values
- LUMO (alpha / beta) (eV) = -7.83 / -7.67
- Kohn-Sham gap (alpha / beta) (eV) = 6.31 / 6.78
- ⟨S²⟩ = 2.029
- HOMO level (alpha / beta) (eV) = -14.14 / -14.45
- energy above the lowest of the compared OMol25 structures with the same formula, charge and spin (kcal/mol) = 17.3
- E_tot (Ha) = -1854.74477

Geometry as ORCA input:
```
! RIJCOSX wB97M-V def2-TZVPD def2/J DEFGRID3
* xyz 2 3
Mo -0.21408 1.55860 -0.14062
C -2.33532 -1.79109 -1.91047
O -1.90524 -1.12150 -0.72850
C -2.91882 -1.01566 0.23735
C -2.28528 -0.49835 1.50257
O -1.74403 0.84333 1.35748
C -2.68862 1.91888 1.55869
C -1.86422 3.11934 1.95271
O -0.84812 3.35749 0.94129
C -1.05338 4.58258 0.17534
H -3.27477 -1.37209 -2.27887
H -2.46871 -2.85887 -1.71847
H -1.56210 -1.64088 -2.66098
H -3.35873 -1.99548 0.46481
H -3.73426 -0.36503 -0.10762
H -1.43696 -1.12411 1.77978
H -2.99240 -0.47814 2.33159
H -3.36588 1.65924 2.37392
H -3.26219 2.08342 0.64551
H -1.33875 2.92030 2.88615
H -2.47340 4.01354 2.07018
H -1.17436 5.40742 0.87352
H -1.92709 4.46643 -0.46462
H -0.16092 4.73103 -0.42491
N 1.36187 1.24119 -4.01383
C 1.17326 1.03684 -2.70911
S 1.36532 2.46143 -1.63799
N 0.87157 -0.14703 -2.26307
N 0.74661 -0.09587 -0.88875
C 1.36276 -0.94217 -0.12672
C 2.05622 -2.14183 -0.59143
C 1.43969 -2.98206 -1.52120
C 2.09144 -4.12094 -1.95654
C 3.36823 -4.41317 -1.49278
C 3.99487 -3.57064 -0.58396
C 3.33897 -2.44279 -0.12290
C 1.41828 -0.49009 1.28307
C 1.87257 -1.25905 2.33950
C 2.02636 -0.66268 3.58526
C 1.72383 0.68111 3.74374
C 1.20598 1.37267 2.66463
N 1.04331 0.80179 1.46627
H 1.68005 2.12826 -4.36293
H 1.32297 0.45554 -4.64435
H 0.44841 -2.74713 -1.88236
H 1.60827 -4.77996 -2.66449
H 3.87937 -5.29858 -1.84553
H 4.99497 -3.79135 -0.23780
H 3.84797 -1.77337 0.55941
H 2.10828 -2.30152 2.18404
H 2.38961 -1.24518 4.42133
H 1.86665 1.18596 4.68812
H 0.91861 2.41308 2.74392
O -3.01825 2.05327 -3.01776
N -2.48628 1.20796 -2.48697
O -1.63417 1.76587 -1.34468
*
```

---

Molecular formula: C19H25N3O3S
Method: DFT, ωB97M-V with the def2-TZVPD basis set

Calculated values
- LUMO (eV) = 0.64
- Kohn-Sham gap (eV) = 8.76
- HOMO level (eV) = -8.12
- energy above the lowest of the compared OMol25 structures with the same formula, charge and spin (kcal/mol) = 53.2
- E_tot (Ha) = -1527.19572

Geometry as ORCA input:
```
! RIJCOSX wB97M-V def2-TZVPD def2/J DEFGRID3
* xyz 0 1
C -6.72266 0.39394 0.18871
C -5.99224 1.28376 -0.81423
C -5.09438 0.43720 -1.71638
C -5.23556 2.43178 -0.12484
C -4.30538 2.04402 1.02739
N -3.16942 1.25953 0.60782
C -2.97460 -0.01533 1.00512
O -3.72371 -0.58403 1.78611
C -1.77245 -0.64285 0.41927
C -0.66147 -0.03093 -0.13542
C 0.21815 -1.04982 -0.52151
S 1.80190 -0.82744 -1.26274
O 2.27266 -2.10794 -1.71015
O 1.74126 0.25422 -2.19641
N 2.68378 -0.34563 0.08030
C 3.04804 -1.41946 1.00137
C 4.30389 -0.94138 1.75312
C 4.64132 0.34945 1.06206
C 5.69643 1.20889 1.27013
C 5.78315 2.36182 0.49890
C 4.82100 2.63774 -0.45724
C 3.74966 1.78113 -0.67261
C 3.67496 0.63307 0.09381
C -0.37521 -2.24740 -0.19362
N -1.56760 -1.99724 0.38087
C -2.49065 -3.01888 0.80204
H -7.34407 0.99147 0.85212
H -7.36355 -0.31020 -0.33699
H -6.01712 -0.17576 0.78802
H -6.74335 1.76162 -1.45597
H -4.42080 -0.18102 -1.13040
H -4.50406 1.06544 -2.38031
H -5.70524 -0.22223 -2.32926
H -5.97168 3.12692 0.28516
H -4.65787 2.97393 -0.87840
H -3.94143 2.96160 1.50461
H -4.83668 1.45296 1.77399
H -2.56530 1.65440 -0.09384
H -0.46301 1.01592 -0.24302
H 3.23447 -2.32697 0.41961
H 2.20634 -1.60545 1.67538
H 4.09292 -0.77129 2.81077
H 5.12047 -1.66118 1.68380
H 6.44462 0.98745 2.01695
H 6.60674 3.04373 0.64740
H 4.90136 3.53654 -1.05037
H 3.00832 1.98536 -1.42617
H -0.00820 -3.24147 -0.35087
H -3.21219 -2.58295 1.49086
H -3.02077 -3.43075 -0.05978
H -1.94688 -3.82219 1.29729
*
```

---

> What is the E_tot in the fourth record?

-1527.19572 Ha

---

> Which of these has the lowest E_tot?

C19H25CuF2GeN

---

> Among the records above, which one has the highest energy above the lowest of the compared OMol25 structures with the same formula, charge and spin?

C19H25N3O3S

---

What did the third record say?
Molecular formula: C19H25MoN5O5S
Method: DFT, ωB97M-V with the def2-TZVPD basis set

Calculated values
- LUMO (alpha / beta) (eV) = -7.83 / -7.67
- Kohn-Sham gap (alpha / beta) (eV) = 6.31 / 6.78
- ⟨S²⟩ = 2.029
- HOMO level (alpha / beta) (eV) = -14.14 / -14.45
- energy above the lowest of the compared OMol25 structures with the same formula, charge and spin (kcal/mol) = 17.3
- E_tot (Ha) = -1854.74477

Geometry as ORCA input:
```
! RIJCOSX wB97M-V def2-TZVPD def2/J DEFGRID3
* xyz 2 3
Mo -0.21408 1.55860 -0.14062
C -2.33532 -1.79109 -1.91047
O -1.90524 -1.12150 -0.72850
C -2.91882 -1.01566 0.23735
C -2.28528 -0.49835 1.50257
O -1.74403 0.84333 1.35748
C -2.68862 1.91888 1.55869
C -1.86422 3.11934 1.95271
O -0.84812 3.35749 0.94129
C -1.05338 4.58258 0.17534
H -3.27477 -1.37209 -2.27887
H -2.46871 -2.85887 -1.71847
H -1.56210 -1.64088 -2.66098
H -3.35873 -1.99548 0.46481
H -3.73426 -0.36503 -0.10762
H -1.43696 -1.12411 1.77978
H -2.99240 -0.47814 2.33159
H -3.36588 1.65924 2.37392
H -3.26219 2.08342 0.64551
H -1.33875 2.92030 2.88615
H -2.47340 4.01354 2.07018
H -1.17436 5.40742 0.87352
H -1.92709 4.46643 -0.46462
H -0.16092 4.73103 -0.42491
N 1.36187 1.24119 -4.01383
C 1.17326 1.03684 -2.70911
S 1.36532 2.46143 -1.63799
N 0.87157 -0.14703 -2.26307
N 0.74661 -0.09587 -0.88875
C 1.36276 -0.94217 -0.12672
C 2.05622 -2.14183 -0.59143
C 1.43969 -2.98206 -1.52120
C 2.09144 -4.12094 -1.95654
C 3.36823 -4.41317 -1.49278
C 3.99487 -3.57064 -0.58396
C 3.33897 -2.44279 -0.12290
C 1.41828 -0.49009 1.28307
C 1.87257 -1.25905 2.33950
C 2.02636 -0.66268 3.58526
C 1.72383 0.68111 3.74374
C 1.20598 1.37267 2.66463
N 1.04331 0.80179 1.46627
H 1.68005 2.12826 -4.36293
H 1.32297 0.45554 -4.64435
H 0.44841 -2.74713 -1.88236
H 1.60827 -4.77996 -2.66449
H 3.87937 -5.29858 -1.84553
H 4.99497 -3.79135 -0.23780
H 3.84797 -1.77337 0.55941
H 2.10828 -2.30152 2.18404
H 2.38961 -1.24518 4.42133
H 1.86665 1.18596 4.68812
H 0.91861 2.41308 2.74392
O -3.01825 2.05327 -3.01776
N -2.48628 1.20796 -2.48697
O -1.63417 1.76587 -1.34468
*
```